# 1
{
  "formula": "CH2N2O3Si",
  "method": "ωB97M-V with the def2-TZVPD basis set",
  "gap_ev": [6.90, 6.91],
  "homo_ev": [-10.2, -10.2],
  "lumo_energy_ha": [-0.1200, -0.1200],
  "elements": ["C", "N", "N", "O", "O", "O", "Si", "H", "H"],
  "xyz": [[0.4544, 1.4762, 0.2907], [0.8927, 2.5117, 0.2361], [1.0208, -1.5869, 0.1075], [0.6358, -2.6131, 0.6049], [1.6913, -1.4010, -0.8680], [-2.0206, 0.7533, -1.3775], [-0.1562, -0.2500, 0.6529], [-1.5752, 1.5120, -1.4677], [-0.9430, -0.4022, 1.8211]]
}

=====

# 2
{
  "formula": "CH2N2O4",
  "method": "ωB97M-V with the def2-TZVPD basis set",
  "gap_ev": 9.84,
  "homo_ev": -9.9,
  "lumo_energy_ha": -0.0009,
  "smiles": "C=[N+]([O-])O[N+](=O)[O-]",
  "elements": ["C", "N", "O", "O", "N", "O", "O", "H", "H"],
  "xyz": [[-0.2705, -0.7911, 1.2455], [0.4634, 0.1548, 0.6520], [1.6222, 0.4053, 0.8104], [-0.2734, 1.0372, -0.1925], [-0.1538, 0.5614, -1.5412], [-0.7212, 1.2613, -2.3134], [0.4741, -0.4193, -1.6670], [-1.2643, -0.8869, 0.9742], [0.1235, -1.3227, 2.0321]]
}

=====

# 3
{
  "formula": "CH2N2OS",
  "method": "ωB97M-V with the def2-TZVPD basis set",
  "gap_ev": 10.48,
  "homo_ev": -10.8,
  "lumo_energy_ha": -0.0119,
  "elements": ["C", "N", "N", "O", "S", "H", "H"],
  "xyz": [[-1.0059, 0.5447, -0.8289], [-1.5263, 0.7343, -1.8050], [0.9779, -0.4756, 0.2182], [-1.1910, -0.4820, 1.4759], [-0.2828, 0.4567, 0.8975], [1.3306, -0.2474, -0.8190], [1.6974, -0.5307, 0.8613]]
}

=====

# 4
{
  "formula": "CH2N2OS2",
  "method": "ωB97M-V with the def2-TZVPD basis set",
  "gap_ev": 9.22,
  "homo_ev": -9.2,
  "lumo_energy_ha": 0.0004,
  "elements": ["C", "N", "N", "O", "S", "S", "H", "H"],
  "xyz": [[1.0494, 0.1356, -0.3709], [0.2411, 1.2191, -0.0629], [-0.9260, 1.1883, 0.1270], [-2.0216, -0.8168, 1.5623], [0.0801, -1.4669, -0.4091], [-1.7648, -0.5915, 0.1622], [1.4814, 0.2878, -1.3630], [1.8605, 0.0444, 0.3544]]
}

=====

# 5
{
  "formula": "CH2N2S",
  "method": "ωB97M-V with the def2-TZVPD basis set",
  "gap_ev": [8.28, 8.23],
  "homo_ev": [-9.9, -9.9],
  "lumo_energy_ha": [-0.0605, -0.0619],
  "elements": ["C", "N", "N", "S", "H", "H"],
  "xyz": [[-1.0232, 0.7527, 0.0121], [-0.1450, -1.4890, 0.0985], [0.1884, 0.4731, -0.0390], [-2.1979, -0.4577, -0.0198], [-1.3154, 1.8491, 0.1969], [-0.2088, -1.5953, -0.9350]]
}

=====

# 6
{
  "formula": "CH2N2S2",
  "method": "ωB97M-V with the def2-TZVPD basis set",
  "gap_ev": 7.22,
  "homo_ev": -8.1,
  "lumo_energy_ha": -0.0338,
  "smiles": "S=NS.C#N",
  "elements": ["S", "N", "S", "H", "C", "N", "H"],
  "xyz": [[-1.7304, 1.1347, 1.5679], [-1.5586, 0.4329, 0.2274], [-2.2219, -1.1267, -0.2132], [-1.2032, -1.1344, -1.2201], [2.1957, 0.2423, -0.2039], [1.6040, -0.3030, 0.6200], [2.9143, 0.7542, -0.7781]]
}

=====

# 7
{
  "formula": "CH2N2S2",
  "method": "ωB97M-V with the def2-TZVPD basis set",
  "gap_ev": [7.38, 7.38],
  "homo_ev": [-8.6, -8.6],
  "lumo_energy_ha": [-0.0431, -0.0433],
  "smiles": "N=C=S.N=S",
  "elements": ["N", "C", "S", "H", "N", "S", "H"],
  "xyz": [[-0.0797, 1.8192, 0.6393], [0.8908, 1.1596, 0.7461], [1.9287, 0.0434, 1.0791], [-0.7255, 2.4113, 0.1154], [-0.7735, -2.3077, -0.9483], [-1.2451, -1.1227, -0.0493], [0.0041, -2.0030, -1.5823]]
}

=====

# 8
{
  "formula": "CH2N3O3",
  "method": "ωB97M-V with the def2-TZVPD basis set",
  "gap_ev": 8.03,
  "homo_ev": -3.9,
  "charge": -1,
  "lumo_energy_ha": 0.1504,
  "smiles": "O=C/N=N/N([O-])O",
  "elements": ["O", "C", "N", "N", "N", "O", "O", "H", "H"],
  "xyz": [[1.8604, -1.8933, -0.8279], [0.6845, -1.5277, -0.8530], [-0.0558, -0.5583, -0.4703], [0.4357, 0.6538, -0.1290], [-0.0861, 1.4065, 0.6553], [0.2754, 2.5850, 0.7746], [-1.3434, 1.1870, 1.2705], [-0.0206, -2.2862, -1.3567], [-1.7501, 0.4332, 0.9365]]
}

=====

no.,strongest force on any atom (eV/Å),calculated total energy (eV)
1,6.74,-18061.9657
2,3.84,-12231.5650
3,4.70,-16929.7582
4,2.12,-27765.2989
5,5.63,-14879.3926
6,2.59,-25716.8831
7,1.79,-25717.5282
8,4.85,-11678.5876